Entry from the Open Molecules 2025 dataset: a cluster of 4 separate species, C22H65O6SSi6 in total (wB97M-V/def2-TZVPD).

Output
**Total charge**: +1
**E_tot**: -94257.567 eV
**Maximum force**: 0.0114 hartree/bohr

XYZ file:
```
100
Properties=species:S:1:pos:R:3:forces:R:3:lowdin_charge:R:1
S 1.917 -4.526 -0.783 0.5 0.0 -0.4 1.20
Si -3.361 1.315 4.098 -0.2 0.1 0.3 0.35
Si -4.864 7.529 5.483 0.1 -0.1 0.2 0.34
Si -4.797 9.917 3.509 0.1 0.2 -0.1 0.34
Si -1.489 0.316 1.838 0.2 0.0 -0.1 0.34
Si 7.781 -7.213 -6.901 0.2 -0.1 -0.3 0.35
Si 5.332 -6.153 -5.327 -0.2 0.1 -0.1 0.33
O -2.523 1.267 2.672 0.0 -0.1 0.0 -0.26
O -0.195 -1.864 -1.572 0.5 -0.2 -0.2 0.02
O 6.754 -6.891 -5.643 0.0 0.0 0.0 -0.27
O 0.759 -2.044 -0.516 -0.2 0.1 0.0 -0.18
O 1.874 -5.102 -2.255 -0.2 0.0 0.1 -0.41
O -5.268 8.514 4.230 0.0 0.0 0.0 -0.27
C 3.947 -6.950 -6.300 0.1 0.0 0.0 -0.15
C 6.894 -8.228 -8.194 -0.1 0.1 0.1 -0.16
C -3.037 9.759 2.894 -0.1 -0.1 0.1 -0.16
C -4.900 11.331 4.727 0.0 -0.1 0.0 -0.16
C -1.063 1.138 0.223 -0.1 0.0 0.1 -0.15
C 5.423 -4.334 -5.760 0.0 -0.1 0.0 -0.16
C -4.520 -0.149 4.197 0.1 0.0 -0.1 -0.16
C -4.339 2.893 4.164 0.1 0.0 -0.1 -0.16
C 1.024 -4.670 -4.534 -0.3 0.2 0.1 -0.03
C 8.365 -5.610 -7.664 -0.1 0.0 0.1 -0.16
C 9.240 -8.164 -6.250 -0.1 0.0 0.1 -0.16
C -4.980 8.457 7.100 0.0 0.0 -0.1 -0.16
C -6.038 6.083 5.510 0.0 0.1 -0.1 -0.16
C -3.118 6.892 5.262 -0.1 0.1 0.0 -0.16
C 4.953 -6.305 -3.509 0.1 -0.1 0.1 -0.15
C 0.370 -4.860 0.024 -0.1 -0.2 0.3 -0.18
C 1.880 -2.679 -1.003 -0.1 0.3 0.1 -0.28
C -5.925 10.257 2.067 0.0 -0.1 0.1 -0.16
C -2.286 -1.350 1.486 0.0 0.0 0.0 -0.15
C 0.078 0.026 2.818 -0.1 0.0 0.0 -0.15
C 0.670 -4.943 -3.079 -0.1 -0.2 -0.4 -0.22
C -2.169 1.253 5.535 0.0 0.0 -0.1 -0.16
H 6.081 -7.666 -8.660 0.0 0.0 0.0 0.03
H 6.269 -3.855 -5.263 0.0 0.0 0.0 0.04
H -1.955 1.308 -0.383 0.0 0.0 0.0 0.04
H -2.997 6.409 4.289 0.0 0.0 0.0 0.03
H 6.471 -9.137 -7.761 0.0 0.0 0.0 0.04
H 3.913 -8.026 -6.120 0.0 0.0 0.0 0.04
H -5.627 11.184 1.574 0.0 0.0 0.0 0.03
H -2.470 -1.908 2.405 0.0 0.0 0.0 0.03
H -1.425 2.050 5.464 0.0 0.0 0.0 0.04
H -2.387 7.700 5.329 0.0 0.0 0.0 0.02
H -5.180 -0.189 3.328 0.0 0.0 0.0 0.04
H 0.118 -5.874 -2.988 0.0 -0.1 0.1 0.13
H 0.583 -5.599 0.789 -0.1 -0.1 0.1 0.07
H 8.819 -4.959 -6.914 0.0 0.0 0.0 0.04
H 4.511 -3.815 -5.452 0.0 0.0 0.0 0.02
H -3.685 3.767 4.118 0.0 0.0 0.0 0.03
H -7.070 6.409 5.649 0.0 0.0 0.0 0.03
H -4.902 2.943 5.098 0.0 0.0 0.0 0.04
H -0.913 -2.464 -1.325 -0.2 0.1 0.3 0.10
H -0.003 -3.947 0.482 0.0 0.1 0.1 0.06
H -4.239 9.256 7.156 0.0 0.0 0.0 0.03
H -2.753 10.651 2.331 0.0 0.0 0.0 0.03
H 0.542 0.973 3.100 0.0 0.0 0.0 0.04
H 4.007 -5.809 -3.288 0.0 0.0 0.0 -0.01
H -4.185 11.208 5.543 0.0 0.0 0.0 0.03
H -4.679 12.277 4.228 0.0 0.0 0.0 0.03
H -0.119 -0.536 3.733 0.0 0.0 0.0 0.03
H 0.801 -0.539 2.223 0.0 0.0 0.0 0.02
H -3.973 -1.093 4.251 0.0 0.0 0.0 0.02
H -4.806 7.779 7.939 0.0 0.0 0.0 0.03
H 7.544 -5.064 -8.133 0.0 0.0 0.0 0.03
H 2.729 -2.339 -0.411 0.0 0.0 0.1 0.12
H -5.968 8.904 7.225 0.0 0.0 0.0 0.04
H 8.932 -9.111 -5.803 0.0 0.0 0.0 0.03
H 9.784 -7.594 -5.495 0.0 0.0 0.0 0.03
H 4.867 -7.349 -3.204 0.0 0.0 0.0 0.04
H -5.142 -0.074 5.090 0.0 0.0 0.0 0.04
H 2.061 -2.486 -2.059 0.0 -0.1 -0.1 0.13
H 9.929 -8.385 -7.068 0.0 0.0 0.0 0.04
H 0.671 -5.476 -5.168 0.2 -0.1 -0.1 0.09
H 5.541 -4.187 -6.835 0.0 0.0 0.0 0.03
H -5.049 2.958 3.338 0.0 0.0 0.0 0.04
H 4.074 -6.793 -7.372 0.0 0.0 0.0 0.03
H 0.068 -4.128 -2.690 0.0 0.1 0.2 0.09
H 2.980 -6.529 -6.014 0.0 0.0 0.0 0.01
H -1.626 -1.951 0.850 0.0 0.0 0.0 -0.01
H 2.084 -4.513 -4.700 0.2 -0.1 0.1 0.07
H -2.928 8.894 2.236 0.0 0.0 0.0 0.03
H -2.882 6.160 6.038 0.0 0.0 0.0 0.03
H -2.334 9.646 3.721 0.0 0.0 0.0 0.02
H -3.239 -1.228 0.969 0.0 0.0 0.0 0.04
H 5.733 -5.839 -2.902 0.0 0.0 0.0 0.04
H -5.899 11.402 5.161 0.0 0.0 0.0 0.04
H 0.502 -3.767 -4.842 0.1 0.1 -0.1 0.09
H -5.883 9.452 1.330 0.0 0.0 0.0 0.03
H -5.781 5.411 6.333 0.0 0.0 0.0 0.03
H 7.589 -8.523 -8.982 0.0 0.0 0.0 0.04
H -0.378 0.511 -0.350 0.0 0.0 0.0 0.01
H -6.962 10.363 2.391 0.0 0.0 0.0 0.03
H -0.363 -5.256 -0.670 0.0 0.0 -0.2 0.08
H -1.638 0.299 5.580 0.0 0.0 0.0 0.02
H -5.981 5.516 4.579 0.0 0.0 0.0 0.02
H -0.582 2.103 0.391 0.0 0.0 0.0 0.04
H -2.709 1.379 6.475 0.0 0.0 0.0 0.04
H 9.113 -5.813 -8.433 0.0 0.0 0.0 0.04
```
Positions in Å, forces in eV/Å.